DFT (ωB97M-V/def2-TZVPD) results for a cluster of 6 separate species, C15H33N3O9 in total at a distorted geometry.

Structure (XYZ):
```
60
Properties=species:S:1:pos:R:3:lowdin_charge:R:1
C -5.082 -0.462 -0.392 0.05
N -4.339 -0.798 -1.716 -0.42
O -3.151 -0.755 -1.599 0.05
O -4.948 -0.862 -2.759 0.07
H -4.435 0.246 0.167 0.07
H -5.102 -1.347 0.245 0.08
H -6.128 -0.159 -0.424 0.09
C -1.467 0.410 3.607 0.07
N -2.498 0.623 2.505 -0.40
O -2.821 1.765 2.148 0.04
O -3.010 -0.408 2.071 0.04
H -0.704 -0.157 3.064 0.08
H -2.020 -0.130 4.395 0.10
H -1.084 1.416 3.892 0.11
C 1.932 -0.534 -1.005 0.06
N 1.294 -0.502 0.344 -0.41
O 0.094 -0.485 0.379 0.06
O 2.018 -0.564 1.345 0.03
H 2.980 -0.748 -0.934 0.09
H 1.838 0.445 -1.416 0.07
H 1.372 -1.288 -1.646 0.11
C 0.257 -5.485 0.019 -0.15
C -0.549 -4.925 -1.170 -0.14
C 0.055 -3.497 -1.303 -0.21
O 0.714 -3.220 -0.090 -0.16
C 0.412 -4.260 0.847 -0.19
H 1.194 -5.827 -0.336 0.11
H -0.331 -6.267 0.475 0.11
H -1.607 -4.987 -1.002 0.10
H -0.328 -5.489 -2.031 0.09
H -0.674 -2.770 -1.578 0.10
H 0.770 -3.521 -2.189 0.13
H -0.445 -3.943 1.407 0.12
H 1.230 -4.305 1.501 0.11
C -2.167 3.119 -0.839 -0.12
C -2.073 2.829 -2.410 -0.13
C -1.129 1.644 -2.457 -0.18
O -0.236 1.889 -1.331 -0.14
C -1.136 2.145 -0.308 -0.29
H -3.199 2.945 -0.490 0.10
H -1.893 4.166 -0.713 0.10
H -1.643 3.733 -2.930 0.12
H -3.024 2.630 -2.855 0.09
H -0.603 1.545 -3.410 0.13
H -1.531 0.691 -2.338 0.07
H -0.615 2.463 0.601 0.12
H -1.622 1.225 -0.016 0.08
C 3.941 3.148 1.749 -0.16
C 5.050 2.057 1.589 -0.15
C 5.037 1.839 0.076 -0.24
O 3.852 2.359 -0.401 -0.16
C 2.989 2.815 0.642 -0.20
H 4.544 4.100 1.689 0.13
H 3.511 3.161 2.720 0.09
H 4.803 1.080 2.090 0.12
H 6.056 2.264 1.938 0.10
H 5.087 0.802 -0.271 0.11
H 5.803 2.434 -0.446 0.12
H 2.352 1.984 0.951 0.10
H 2.412 3.724 0.347 0.14
```

Its SMILES is C[N+](=O)[O-].C[N+](=O)[O-].C[N+](=O)[O-].C1CCOC1.C1CCOC1.C1CCOC1. The frontier orbital gap is 9.3 eV. For the HOMO energy, the calculation gives -9.263 eV. For the electronic energy, the calculation gives -38977.0547 eV. The energy relative to the best compared isomer or geometry (same formula, charge and spin) comes out at 278.7 kJ/mol.


DFT (ωB97M-V/def2-TZVPD) results for the ion C15H33NO4PS with charge +1 at a distorted geometry.

Structure (XYZ):
```
55
Properties=species:S:1:pos:R:3:lowdin_charge:R:1
C 3.171 -3.363 2.523 -0.12
O 3.175 -3.182 1.124 -0.19
C 3.245 -1.814 0.747 -0.24
C 3.902 -1.707 -0.633 -0.16
C 3.079 -0.946 -1.675 -0.22
C 3.298 0.567 -1.668 -0.21
C 2.749 1.245 -0.399 -0.20
C 2.633 2.776 -0.565 -0.20
C 1.218 3.333 -0.432 -0.20
C 0.637 3.303 0.991 -0.19
C -0.151 2.053 1.370 -0.21
C -1.548 1.984 0.733 -0.18
C -2.468 1.000 1.485 -0.10
C -3.144 -0.114 0.654 -0.24
C -2.712 -1.549 0.941 -0.07
O -2.840 -2.248 -0.317 -0.06
C -3.371 -1.424 -1.293 -0.35
P -5.182 -1.599 -1.695 0.21
O -5.739 -2.830 -0.887 -0.13
O -5.251 -2.183 -3.157 -0.14
S -6.085 0.076 -1.374 0.40
N -3.028 -0.033 -0.824 0.09
H 2.941 -4.406 2.721 0.09
H 2.411 -2.742 3.005 0.08
H 4.152 -3.138 2.949 0.09
H 2.233 -1.398 0.722 0.10
H 3.822 -1.273 1.502 0.12
H 4.060 -2.730 -0.971 0.11
H 4.895 -1.265 -0.542 0.12
H 3.380 -1.311 -2.660 0.11
H 2.018 -1.186 -1.575 0.10
H 4.365 0.769 -1.741 0.12
H 2.763 0.985 -2.523 0.11
H 1.785 0.789 -0.189 0.08
H 3.445 1.042 0.416 0.11
H 3.288 3.295 0.134 0.11
H 3.001 3.034 -1.560 0.11
H 0.546 2.849 -1.146 0.11
H 1.263 4.381 -0.734 0.11
H -0.042 4.153 1.090 0.11
H 1.423 3.470 1.726 0.12
H 0.380 1.133 1.126 0.09
H -0.278 2.046 2.455 0.12
H -1.417 1.722 -0.318 0.09
H -1.989 2.977 0.763 0.12
H -1.936 0.510 2.298 0.12
H -3.268 1.567 1.953 0.12
H -4.211 -0.075 0.860 0.12
H -3.404 -2.027 1.633 0.14
H -1.716 -1.671 1.359 0.14
H -2.807 -1.606 -2.215 0.15
H -6.042 -2.547 -0.016 0.09
H -4.942 -1.545 -3.810 0.10
H -2.082 0.134 -1.170 0.17
H -3.623 0.720 -1.192 0.12
```

Its SMILES is COCCCCCCCCCCC[C@@H]1CO[C@@H](P(O)(O)=S)[NH2+]1. The frontier orbital gap is 8.5 eV. For the HOMO energy, the calculation gives -11.693 eV. The net charge is +1. For the electronic energy, the calculation gives -45888.8921 eV.


DFT (ωB97M-V/def2-TZVPD) results for a cluster of 2 separate species, C15H34BF3O8P in total.

Structure (XYZ):
```
62
Properties=species:S:1:pos:R:3:lowdin_charge:R:1
C 1.288 0.143 4.993 -0.11
C -0.233 0.364 5.213 -0.17
B -0.731 1.578 4.324 -0.46
O -0.835 2.815 4.991 0.05
P -1.265 1.463 2.415 0.63
C -0.294 3.041 1.903 -0.29
C 1.217 3.053 2.011 -0.26
O 1.849 2.552 0.823 -0.10
C 2.727 1.493 1.007 -0.14
C 4.144 1.973 1.251 -0.59
F 5.000 0.926 1.285 0.11
F 4.283 2.625 2.423 0.13
F 4.587 2.807 0.292 0.13
O -2.199 0.008 2.875 -0.35
C -1.690 -1.184 2.374 -0.23
C -0.296 -0.950 1.761 -0.43
O -0.399 -1.209 0.352 -0.09
C 0.830 -1.177 -0.329 -0.18
C 0.967 -2.395 -1.236 -0.39
C 1.768 -2.081 -2.488 -0.06
O 1.557 -3.492 -0.517 -0.04
O 0.123 0.320 2.046 -0.25
H 1.717 0.862 4.290 0.04
H 1.848 0.209 5.929 0.06
H 1.479 -0.839 4.555 0.07
H -0.417 0.566 6.275 0.08
H -0.774 -0.550 4.967 0.07
H -0.243 3.472 4.611 0.07
H -2.433 2.282 2.694 0.01
H -1.702 1.258 1.055 0.03
H -0.692 3.862 2.511 0.06
H -0.543 3.271 0.860 0.08
H 1.596 4.075 2.149 0.12
H 1.563 2.471 2.876 0.09
H 2.756 0.888 0.098 0.13
H 2.431 0.840 1.834 0.13
H -2.346 -1.609 1.602 0.11
H -1.595 -1.910 3.195 0.11
H 0.435 -1.679 2.150 0.15
H 0.882 -0.261 -0.931 0.13
H 1.662 -1.182 0.385 0.12
H -0.041 -2.723 -1.506 0.13
H 2.784 -1.772 -2.216 0.09
H 1.833 -2.955 -3.142 0.08
H 1.297 -1.265 -3.037 0.07
H 2.421 -3.672 -0.901 0.07
C -4.167 -0.938 -4.373 -0.11
O -3.510 -0.664 -5.600 -0.19
C -2.451 0.269 -5.474 -0.21
C -1.098 -0.408 -5.416 -0.21
O -0.964 -1.211 -4.259 -0.20
C -1.152 -2.592 -4.499 -0.11
H -4.803 -1.806 -4.536 0.09
H -3.457 -1.157 -3.574 0.09
H -4.793 -0.092 -4.069 0.09
H -2.588 0.885 -4.579 0.13
H -2.480 0.928 -6.348 0.12
H -0.323 0.363 -5.378 0.13
H -0.938 -1.007 -6.320 0.13
H -0.282 -3.019 -5.013 0.09
H -2.047 -2.778 -5.097 0.08
H -1.261 -3.081 -3.532 0.09
```

The frontier orbital gap is 6.3 eV. For the HOMO energy, the calculation gives -3.690 eV. The net charge is -1. For the electronic energy, the calculation gives -50603.5929 eV. The energy relative to the best compared isomer or geometry (same formula, charge and spin) comes out at 0.0 kJ/mol.


DFT (ωB97M-V/def2-TZVPD) results for a structure of composition C15H34Cl2F6N6O8S2 at a distorted geometry.

Structure (XYZ):
```
73
Properties=species:S:1:pos:R:3:lowdin_charge:R:1
N -0.048 0.319 -0.054 0.25
H 0.025 0.522 0.960 0.07
H -0.626 -0.540 -0.196 0.04
H 0.924 0.181 -0.380 0.06
H -0.384 1.080 -0.665 0.07
C -0.192 -2.359 -2.608 -0.67
F 0.270 -3.199 -3.520 0.16
F 0.847 -1.649 -2.119 0.10
F -1.021 -1.495 -3.185 0.14
S -1.027 -3.265 -1.229 0.58
O -2.006 -4.097 -1.830 -0.25
O 0.034 -3.843 -0.480 -0.26
N -1.601 -1.984 -0.421 -0.34
S -3.230 -1.948 -0.391 0.60
O -3.853 -1.715 -1.648 -0.26
O -3.777 -2.925 0.493 -0.26
C -3.378 -0.339 0.482 -0.67
F -2.679 -0.357 1.629 0.12
F -2.897 0.660 -0.269 0.12
F -4.652 -0.091 0.758 0.16
C -0.658 -0.313 4.524 0.02
C -0.446 0.917 3.701 -0.50
O 0.147 0.858 2.623 0.00
N -0.845 2.109 4.206 0.03
C -1.921 2.320 5.192 -0.06
H -1.156 -0.103 5.470 0.08
H 0.297 -0.807 4.695 0.09
H -1.286 -1.046 4.012 0.05
H -0.553 2.919 3.684 0.14
H -1.533 2.382 6.204 0.08
H -2.669 1.535 5.104 0.08
H -2.432 3.234 4.899 0.08
C 1.635 -2.123 1.995 0.01
C 0.611 -2.676 2.951 -0.56
O 0.925 -2.946 4.107 0.01
N -0.640 -2.814 2.466 0.02
C -1.752 -3.208 3.264 -0.08
H 2.088 -1.238 2.440 0.08
H 1.216 -1.871 1.018 0.05
H 2.426 -2.855 1.834 0.09
H -0.802 -2.558 1.500 0.07
H -1.411 -3.702 4.169 0.09
H -2.344 -3.961 2.733 0.09
H -2.431 -2.378 3.472 0.07
C 4.495 0.631 0.290 0.02
C 3.705 0.424 -0.976 -0.52
O 2.496 0.638 -0.962 0.00
N 4.387 0.047 -2.067 0.03
C 3.781 -0.208 -3.360 -0.06
H 4.763 1.689 0.333 0.09
H 5.440 0.083 0.287 0.08
H 3.896 0.347 1.146 0.08
H 5.389 0.013 -2.016 0.14
H 4.530 -0.581 -4.055 0.09
H 3.338 0.685 -3.803 0.06
H 3.027 -0.990 -3.266 0.08
C -3.067 2.392 -3.014 0.02
C -1.601 2.024 -2.990 -0.52
O -0.973 2.113 -1.941 -0.01
N -1.045 1.672 -4.159 0.03
C 0.329 1.265 -4.374 -0.06
H -3.147 3.365 -2.537 0.09
H -3.640 1.636 -2.481 0.08
H -3.484 2.462 -4.020 0.08
H -1.674 1.579 -4.937 0.14
H 0.349 0.503 -5.147 0.09
H 0.861 0.898 -3.498 0.06
H 0.901 2.143 -4.698 0.08
C 1.801 4.083 -1.903 -1.01
Cl 3.146 3.814 -3.035 0.50
Cl 2.388 4.687 -0.342 0.51
H 1.120 4.820 -2.307 0.03
H 1.293 3.136 -1.758 -0.01
```

The frontier orbital gap is 9.3 eV. For the HOMO energy, the calculation gives -9.061 eV. For the electronic energy, the calculation gives -104449.8667 eV.


DFT (ωB97M-V/def2-TZVPD) results for a cluster of 6 separate species, C15H35BF4NO10 in total at a distorted geometry.

Structure (XYZ):
```
66
Properties=species:S:1:pos:R:3:lowdin_charge:R:1
N -7.075 -17.077 6.909 0.28
H -7.596 -17.028 7.839 0.08
H -6.807 -18.081 6.766 0.09
H -6.257 -16.486 6.856 0.06
H -7.788 -16.801 6.229 0.07
C -10.327 -16.155 7.864 -0.12
C -9.957 -16.665 9.236 -0.69
C -11.010 -17.663 9.748 -0.10
O -8.680 -17.154 9.239 -0.29
H -10.031 -16.828 7.057 0.06
H -9.769 -15.221 7.736 0.05
H -11.394 -16.017 7.641 0.06
H -10.125 -15.786 9.900 0.10
H -10.947 -17.889 10.814 0.06
H -11.016 -18.560 9.124 0.07
H -12.014 -17.218 9.677 0.05
B -6.755 -20.420 7.396 -1.25
F -6.273 -21.730 7.187 0.07
F -8.042 -20.288 6.820 0.08
F -6.846 -20.213 8.767 0.11
F -5.885 -19.458 6.842 0.07
C -5.847 -12.060 4.293 -0.03
C -5.431 -13.301 5.095 -0.19
O -4.763 -14.220 4.237 0.04
C -4.523 -15.431 4.703 -0.61
O -4.770 -15.830 5.812 0.11
O -4.038 -16.179 3.729 -0.01
C -3.496 -17.474 4.041 0.00
H -6.741 -11.656 4.763 0.07
H -6.070 -12.417 3.285 0.08
H -5.078 -11.298 4.189 0.08
H -6.266 -13.763 5.621 0.12
H -4.694 -12.966 5.831 0.13
H -4.308 -18.167 3.831 0.10
H -3.178 -17.514 5.080 0.10
H -2.633 -17.754 3.441 0.09
C -6.096 -15.621 1.504 -0.06
C -7.133 -16.179 2.447 -0.21
O -8.170 -15.211 2.617 0.05
C -8.857 -15.221 3.753 -0.59
O -8.669 -15.944 4.696 0.12
O -9.795 -14.286 3.657 0.00
C -10.758 -14.162 4.698 -0.03
H -6.585 -15.372 0.561 0.08
H -5.510 -16.512 1.255 0.08
H -5.450 -14.846 1.901 0.06
H -6.713 -16.545 3.387 0.11
H -7.519 -17.124 2.052 0.13
H -11.353 -13.278 4.483 0.09
H -10.284 -14.012 5.666 0.08
H -11.391 -15.046 4.736 0.10
C -7.995 -10.548 7.814 -0.07
C -7.777 -12.044 7.981 -0.20
O -6.357 -12.170 8.115 0.01
C -5.901 -13.387 8.455 -0.63
O -6.598 -14.360 8.550 0.15
O -4.592 -13.336 8.531 0.00
C -3.863 -14.533 8.721 -0.03
H -7.375 -10.110 7.023 0.07
H -7.553 -9.945 8.614 0.08
H -9.014 -10.195 7.666 0.07
H -8.182 -12.623 7.151 0.11
H -8.226 -12.424 8.899 0.13
H -2.818 -14.377 8.461 0.09
H -4.217 -15.341 8.081 0.08
H -3.996 -14.775 9.777 0.11
```

The frontier orbital gap is 5.4 eV. For the HOMO energy, the calculation gives -3.220 eV. The net charge is -1. For the electronic energy, the calculation gives -49641.7106 eV. The energy relative to the best compared isomer or geometry (same formula, charge and spin) comes out at 98.2 kJ/mol.


DFT (ωB97M-V/def2-TZVPD) results for a cluster of 4 separate species, C15H35Br6FN5O in total at a distorted geometry.

Structure (XYZ):
```
63
Properties=species:S:1:pos:R:3:lowdin_charge:R:1
N 4.318 -4.337 1.091 0.01
C 3.076 -3.703 1.530 -0.23
C 2.810 -2.387 0.773 -0.37
O 3.978 -1.919 0.126 -0.02
C 2.203 -1.299 1.689 -0.07
C 0.681 -1.382 1.641 -0.24
C 0.052 -0.547 0.544 -0.09
N -1.314 -0.155 1.065 0.12
C -1.551 -0.929 2.320 -0.18
C -2.409 -2.206 2.231 -0.05
C -2.596 -2.905 0.875 -0.65
N -3.665 -3.915 1.019 0.09
N -1.359 -3.544 0.437 0.10
N -3.059 -1.985 -0.166 0.09
C -0.135 -1.004 2.881 -0.23
F 0.210 0.233 3.399 0.04
H 4.551 -5.058 1.763 0.07
H 5.071 -3.664 1.150 0.07
H 3.093 -3.488 2.606 0.11
H 2.259 -4.407 1.372 0.11
H 2.051 -2.606 0.013 0.13
H 3.778 -1.753 -0.791 0.08
H 2.581 -0.348 1.320 0.13
H 2.537 -1.457 2.711 0.12
H 0.448 -2.445 1.575 0.12
H 0.122 -0.876 -0.488 0.01
H 0.615 0.388 0.561 0.11
H -1.147 0.802 1.375 0.09
H -2.095 -0.045 0.415 0.16
H -2.111 -0.269 2.984 0.16
H -3.382 -1.978 2.653 0.12
H -1.961 -2.947 2.897 0.13
H -3.254 -4.830 1.126 0.08
H -4.256 -3.748 1.820 0.08
H -0.991 -4.107 1.198 0.09
H -1.580 -4.213 -0.295 0.09
H -2.239 -1.676 -0.681 0.04
H -3.573 -2.543 -0.839 0.07
H -0.073 -1.744 3.674 0.17
Br -0.857 3.528 0.738 0.66
C 0.521 3.070 -0.574 -0.67
C 0.264 3.722 -1.900 -0.70
Br -1.170 2.817 -2.864 0.66
H 0.540 1.989 -0.659 0.01
H 1.454 3.423 -0.141 0.06
H 1.141 3.644 -2.537 0.07
H -0.020 4.762 -1.808 0.00
Br 0.879 10.144 -1.586 0.63
C -0.163 8.514 -1.434 -0.70
C 0.417 7.575 -0.410 -0.68
Br 2.027 6.693 -1.070 0.65
H -0.204 8.074 -2.425 0.05
H -1.160 8.826 -1.132 0.06
H -0.286 6.775 -0.181 0.04
H 0.699 8.081 0.507 0.05
Br -1.898 -2.728 -3.829 0.64
C -1.487 -0.833 -3.955 -0.71
C -0.036 -0.581 -4.264 -0.65
Br 1.093 -0.927 -2.710 0.70
H -1.788 -0.388 -3.012 0.02
H -2.113 -0.442 -4.753 0.07
H 0.119 0.466 -4.514 0.04
H 0.347 -1.209 -5.061 0.06
```

The frontier orbital gap is 9.2 eV. For the HOMO energy, the calculation gives -11.477 eV. The net charge is +1. For the electronic energy, the calculation gives -448587.5717 eV.